[1]
A molecular structure, C36H45F12MnN5O23S4 in a non-equilibrium geometry. Source: OMol25; level of theory: the ωB97M-V functional and the def2-TZVPD basis.

Geometry (Å):
O 0.146 -4.491 0.083
C 4.469 3.305 -0.644
C -6.102 3.773 1.335
C 6.229 -2.522 5.622
H -5.002 5.518 -4.432
H -1.338 1.769 6.166
C -1.618 -1.504 6.309
O -1.752 0.312 -5.532
S 1.165 1.660 1.542
N -2.933 3.225 -5.501
O 5.381 5.399 -4.620
C 4.220 -0.924 -2.075
F -4.334 0.504 -0.488
C 5.654 -1.408 3.749
O -4.064 -1.871 2.850
H 6.220 -1.091 -2.454
C 3.203 -1.811 -1.947
H 2.569 4.016 -2.436
C 0.069 -1.108 -5.569
S -3.294 -1.937 -1.169
S -4.196 -2.225 1.422
F -4.756 -4.740 0.309
H -4.889 3.788 -6.410
O -3.326 -1.445 -5.185
H 2.382 -4.827 2.463
C -4.106 3.940 -5.682
C 0.785 -5.389 1.059
H 2.167 -1.565 -1.771
H 5.334 3.522 -0.018
H -0.026 2.544 -5.159
O -1.963 -2.078 -1.853
F -3.291 0.494 -2.475
F 3.449 0.486 2.286
H -6.495 1.545 2.543
H -2.533 2.584 -6.171
F -5.284 -0.483 -2.287
C -5.678 2.035 3.073
C -4.273 4.741 -4.606
F -0.755 3.724 0.558
H -3.298 4.864 -2.621
O -2.846 0.889 1.666
O 0.175 -2.184 -0.038
C 4.608 3.201 -2.191
H 3.222 -4.066 -2.002
H 4.290 0.144 -2.221
O 3.717 3.924 -4.091
C 4.801 4.606 -3.873
O -1.918 -1.552 4.990
N -2.958 -1.726 0.604
C 0.656 -3.294 0.369
F -2.431 2.821 -0.532
C 2.017 -4.673 1.448
H 3.796 4.127 -0.400
C 2.373 0.238 1.516
C 3.676 -3.087 -2.043
N 5.370 -1.622 -2.322
H -7.052 4.104 1.752
C 5.504 -1.415 5.191
H 7.526 -3.999 4.455
C -3.674 1.599 2.116
H 0.677 -1.450 -6.407
O 1.620 -3.388 1.261
Mn -1.404 -0.586 0.856
H -0.491 1.268 7.698
C 6.844 -3.176 4.615
H 6.242 -2.821 6.659
O -1.017 0.535 -1.200
H 5.789 -3.592 -2.437
H 5.205 -0.923 2.895
H 0.302 1.501 -3.800
H 4.968 -0.733 5.834
C -0.929 -0.996 4.201
O -3.971 2.767 1.628
H -0.185 0.609 -6.767
H -2.579 -1.339 6.797
S -0.132 1.562 -0.707
H 1.665 -6.434 -0.468
C -2.105 -1.048 -5.359
O -1.117 -1.819 -5.585
F -4.497 -4.591 2.445
C -1.136 0.965 6.874
H -2.109 0.800 7.338
H 5.131 2.283 -2.458
C -5.083 3.184 2.326
C -4.094 -0.215 -1.639
H 3.941 2.449 -0.223
N -0.058 0.889 0.984
N 6.555 -2.404 3.527
O -5.437 -1.850 0.852
O -4.275 -2.961 -1.521
C -0.412 0.351 -5.732
H 0.113 -7.193 -0.099
C 3.332 3.373 -2.875
C 0.986 -6.709 0.339
H -0.024 -5.371 1.788
H -4.822 3.939 3.068
H 0.681 -1.135 -4.668
C -2.461 3.595 -4.195
O 1.790 2.788 0.773
C 0.291 1.537 -4.889
O 0.895 2.008 2.919
O -0.983 -1.032 2.930
O -4.511 1.257 3.124
O -0.192 -0.167 4.948
H 1.356 1.639 -5.098
H 1.465 -7.481 0.941
H 2.815 -4.966 0.766
H -6.027 2.353 4.055
C -1.173 3.192 -0.589
H 0.352 -0.800 6.658
O 1.002 1.896 -1.560
H 2.982 2.347 -2.988
H -6.378 3.062 0.556
F -0.972 4.009 -1.627
C -3.310 4.535 -3.650
C -0.585 -0.391 6.280
H -1.083 -2.414 6.580
O 5.269 4.343 -2.662
F 1.819 -0.899 1.986
H -5.695 4.597 0.748
F 2.678 -0.005 0.287
C -4.004 -4.128 1.255
H 6.849 -2.638 2.589
F -2.720 -4.554 1.201
H -1.618 3.092 -3.745
C 4.987 -2.884 -2.290

As for the gap between HOMO and LUMO (spin up / spin down): 7.85 / 7.82 eV. The spin multiplicity is 6. As for the net charge: 0. The highest occupied orbital energy (spin up / spin down) is -7.92 / -7.92 eV. The calculation puts the electronic energy at -7345.027816 hartree.

---

[2]
9 unconnected molecules or ions with the total composition C36H45F27O18 in a non-equilibrium geometry. Source: OMol25; level of theory: the ωB97M-V functional and the def2-TZVPD basis.

Geometry (Å):
H 3.755 3.385 -0.457
H 2.556 10.179 -0.513
F -2.585 -0.092 4.565
O -1.357 -2.974 5.399
C -1.544 -3.602 4.388
H -5.243 -4.234 -1.950
O -3.769 -2.957 -0.403
H -3.347 5.098 5.227
O -0.936 8.650 0.794
C 2.643 2.620 -2.949
C 1.730 8.406 0.448
H -4.110 3.664 2.586
H 1.255 -8.867 -0.011
C 3.220 2.821 -4.344
O -0.628 -0.153 -1.144
C 4.002 4.373 -0.049
H 3.122 4.921 0.148
H 2.029 8.768 -1.572
O 0.793 7.360 0.192
O -5.971 -2.637 -0.877
H -2.474 4.352 2.812
O -2.622 -7.479 -0.808
F 4.600 3.997 3.952
C 4.794 5.155 -1.104
F -5.198 -0.141 0.201
O 4.285 3.840 -4.242
C 2.984 -5.344 -1.882
C -0.423 2.211 -0.724
F 6.791 5.656 -5.752
H 1.064 -7.336 -1.612
C -6.050 -3.529 -1.972
F -3.464 -3.987 3.162
O -0.920 -3.407 3.241
H -4.849 4.473 4.777
H -1.479 2.459 -0.520
F 7.326 4.001 -4.428
O 3.156 -5.717 -2.987
F 3.972 -3.272 -2.275
C 4.860 5.298 2.005
C 1.707 -7.949 0.311
F -2.313 -9.476 -2.577
F -0.601 0.198 3.639
H 4.197 5.131 -1.996
C -1.613 0.792 4.283
C 0.304 -2.628 3.204
C 1.794 9.394 -0.693
H 0.347 -1.966 4.009
F -0.601 -2.916 -1.764
H 1.081 -7.241 0.846
C 5.526 4.820 3.320
F -4.278 -10.012 -2.415
H -0.741 -5.826 -0.224
F 6.674 4.176 3.146
C -1.304 6.441 -0.123
H 1.048 0.695 -0.415
C -5.130 -1.347 0.770
O 0.966 -0.314 -2.781
H 2.592 -8.097 0.959
H 1.733 -4.031 4.020
C 3.362 -3.955 -1.299
F 5.697 5.854 4.149
C -3.699 -8.103 -1.114
C 5.161 3.963 -5.218
C -0.010 0.836 -0.324
O 4.476 6.432 1.822
F -1.172 1.163 5.489
C 6.333 4.851 -4.794
H -6.949 -2.197 -3.528
O 5.190 3.443 -6.277
H 2.130 3.587 -2.777
C -2.136 1.984 3.439
F -4.058 -1.405 1.623
C -1.574 -5.716 0.465
O 4.769 4.227 1.194
H 2.839 -7.913 -1.499
O 2.414 -6.014 -0.843
O -2.926 2.761 4.068
C -3.328 -9.480 -1.699
C -0.503 7.667 0.341
C 1.492 -3.540 3.068
F -1.341 6.510 -1.455
H 4.943 6.157 -0.677
F -6.249 -1.596 1.491
H 2.403 3.279 -4.909
C 2.009 -7.318 -1.013
F -2.142 -1.700 -2.784
C -3.359 3.963 3.348
C -6.048 -2.762 -3.306
C -3.970 4.965 4.336
H 1.930 1.834 -3.035
H 1.131 -4.296 2.357
C -0.830 -1.939 -2.637
H 2.430 -3.084 2.617
F -3.487 -4.364 5.278
H 1.407 8.896 1.382
H -2.843 -5.459 -1.277
F -0.398 -2.351 -3.795
H -1.435 -6.451 1.266
H -7.005 -4.037 -1.926
H -0.115 2.491 -1.755
H -5.135 -2.118 -3.472
H 0.181 2.764 -0.054
F -2.562 6.525 0.239
C -4.865 -2.423 -0.253
C -0.043 -0.697 -2.182
H -1.615 -4.652 0.817
H 0.850 9.913 -0.882
F -2.476 -5.658 3.943
H -4.130 5.920 3.902
H 0.204 -2.050 2.319
C -2.771 -4.403 4.194
H 5.744 4.610 -1.228
F -0.806 5.289 0.327
H 3.427 2.516 -2.170
H -5.947 -3.533 -4.118
H -0.429 0.728 0.675
F 2.269 -3.234 -0.936
H 2.716 7.921 0.660
C -2.803 -6.026 -0.360
F -3.056 -10.282 -0.659
H 3.641 1.945 -4.795
H -3.759 -6.000 0.164
O -4.869 -7.773 -1.004
F 5.996 5.704 -3.767
F 4.182 -4.052 -0.267
O -1.835 2.084 2.268

As for the gap between HOMO and LUMO: 11.29 eV. The energy above the lowest of the compared OMol25 structures with the same formula, charge and spin is 259.1 kJ/mol. The spin multiplicity is 1. The structure (SMILES) is CCOC(=O)C(F)(F)F.CCOC(=O)C(F)(F)F.CCOC(=O)C(F)(F)F.CCOC(=O)C(F)(F)F.CCOC(=O)C(F)(F)F.CCOC(=O)C(F)(F)F.CCOC(=O)C(F)(F)F.CCOC(=O)C(F)(F)F.CCOC(=O)C(F)(F)F. As for the net charge: 0. The highest occupied orbital energy is -11.16 eV. The calculation puts the electronic energy at -5449.560304 hartree.